C21H47InNO2SSi2 | ωB97M-V with the def2-TZVPD basis set

## Properties
ΔE to the lowest compared entry with this formula, charge and spin: 109.3 kJ/mol
total energy: -2200.6257 a.u.
HOMO energy: -11.4 eV
gap between HOMO and LUMO: 0.220 hartree

Geometry as ORCA input:
```
! wB97M-V def2-TZVPD RIJCOSX def2/J DEFGRID3
* xyz 1 1
O -1.53923 -1.73007 -0.96797
O 0.79476 1.86372 -4.84429
C -0.57926 -2.73903 -1.41906
C -1.23453 -4.11064 -1.35530
H 0.38558 -2.70101 -0.86804
H -0.30721 -2.52365 -2.47591
H -1.38541 -4.43488 -0.32705
H -0.59524 -4.86425 -1.80961
H -2.21552 -4.13092 -1.84386
C -1.95064 -0.74254 -1.97215
C -1.63109 -1.01459 -3.44999
H -1.47070 0.20738 -1.67118
H -3.03262 -0.70027 -1.79183
H -0.65607 -0.58351 -3.74767
H -2.38982 -0.41142 -3.98426
H -1.73426 -2.06451 -3.76704
C 0.31907 2.60790 -3.73098
C 2.11348 1.38563 -4.63546
C -1.14575 2.97499 -3.91714
H 0.91481 3.53866 -3.60221
H 0.43345 2.01809 -2.79099
H -1.31307 3.36645 -4.92776
H -1.43630 3.73861 -3.18199
H -1.80410 2.10755 -3.77592
C 2.54932 0.56151 -5.84023
H 2.16045 0.76493 -3.72170
H 2.78901 2.24342 -4.48684
H 1.84497 -0.25227 -6.05974
H 3.53035 0.10406 -5.68086
H 2.60553 1.21580 -6.72002
H 2.14425 -0.16378 0.00786
In -0.81683 -0.52283 1.29630
C 3.05508 -0.68182 -0.28259
Si 4.08986 0.42749 0.83498
H 2.90735 -1.76090 -0.10477
H 3.31313 -0.53791 -1.33282
C 5.83211 0.02673 0.20582
C 3.62151 0.00502 2.62311
C 3.10201 2.11570 0.65929
C -2.61289 -1.59135 1.80572
Si -3.75643 -0.11212 1.74359
H -2.51869 -2.02943 2.81352
H -2.76385 -2.41788 1.08805
C -5.22724 -0.81320 0.84692
C -3.31379 1.45038 0.78983
C -4.06390 0.46369 3.49319
H 2.57180 2.24992 -0.30246
H 3.72545 3.02827 0.77487
H 2.30675 2.15182 1.43729
H 5.90011 -1.07217 0.20961
H 6.67115 0.40114 0.80670
H 5.96618 0.35545 -0.83253
H 3.06139 -0.94043 2.71327
H 2.98311 0.79944 3.03323
H 4.53205 -0.07961 3.24771
H -3.83745 1.46815 -0.17208
H -2.25586 1.64678 0.57031
H -3.64761 2.31571 1.37634
H -4.81559 1.26474 3.48765
H -3.16382 0.84880 3.99289
H -4.45226 -0.37143 4.08971
H -6.12564 -0.23916 1.09379
H -5.36535 -1.85671 1.14723
H -5.07115 -0.78469 -0.23772
S -0.37820 1.76576 2.68141
C 0.01329 0.75164 4.00304
C 0.28882 1.19227 5.32404
C 0.61473 0.26211 6.31025
C 0.66452 -1.09340 5.95932
C 0.37023 -1.47454 4.64012
N 0.08309 -0.56852 3.68485
H 0.24830 2.25969 5.51789
H 0.82345 0.56884 7.34003
H 0.91296 -1.88247 6.66066
H 0.36390 -2.52033 4.32158
*
```

***

H16O8 | ωB97M-V with the def2-TZVPD basis set

## Properties
SMILES string: O.O.O.O.O.O.O.O
ΔE to the lowest compared entry with this formula, charge and spin: 240.1 kJ/mol
total energy: -611.4912 a.u.
HOMO energy: -10.7 eV
gap between HOMO and LUMO: 0.386 hartree

Geometry as ORCA input:
```
! wB97M-V def2-TZVPD RIJCOSX def2/J DEFGRID3
* xyz 0 1
O -1.85271 -1.75995 -1.09782
H -2.10985 -2.06408 -0.22755
H -0.94622 -2.16420 -1.06793
O -0.68612 1.18494 2.67676
H -0.41878 0.61132 2.00388
H 0.03870 1.15536 3.25877
O 0.30526 -0.42715 0.57047
H 1.03410 -0.11430 0.06833
H -0.41935 -0.49570 -0.04754
O -3.20624 0.12982 -2.69509
H -2.39430 -0.02801 -2.23920
H -3.67754 -0.67120 -2.55575
O -0.97002 1.28875 -1.15147
H -0.30996 1.04695 -1.73658
H -0.57032 1.83831 -0.51387
O 2.22926 2.09474 1.54151
H 1.34757 2.00876 1.18002
H 2.66192 2.85746 1.13458
O 2.52079 0.29341 -0.93873
H 2.98593 0.61938 -0.22847
H 2.83338 0.78017 -1.68891
O 0.77681 -3.02730 1.08066
H 0.86517 -2.05609 1.04973
H -0.03748 -3.10138 1.62422
*
```

***

C4H11NO2P | ωB97M-V with the def2-TZVPD basis set

## Properties
SMILES string: CN[P@@](=O)([O-])C(C)C
ΔE to the lowest compared entry with this formula, charge and spin: 0.0 kJ/mol
total energy: -705.6930 a.u.
HOMO energy: -4.7 eV
gap between HOMO and LUMO: 0.319 hartree

Geometry as ORCA input:
```
! wB97M-V def2-TZVPD RIJCOSX def2/J DEFGRID3
* xyz -1 1
C -0.93013 -0.79185 -1.99890
C -1.85012 -0.23039 0.25629
C 2.51462 0.13461 0.88334
C -0.63526 -0.29388 -0.57342
N 1.47032 1.19174 0.98270
O -0.22828 2.52506 -0.45318
O 1.42668 1.05017 -1.82552
P 0.52206 1.26733 -0.60298
H -0.86422 0.10002 -2.56909
H -0.14896 -1.40897 -2.30831
H -1.97672 -1.31682 -2.05718
H -2.23712 -1.23878 0.37446
H -2.61858 0.38181 -0.17899
H -1.69334 0.25976 1.20066
H 2.76759 -0.13903 1.89991
H 2.03657 -0.71937 0.42236
H 3.40136 0.52554 0.49375
H -0.17515 -1.13594 0.01554
H 0.64810 0.85162 1.53008
*
```

***

C3H5NO4 | ωB97M-V with the def2-TZVPD basis set

## Properties
SMILES string: O=C(O)OC/C=N/O
ΔE to the lowest compared entry with this formula, charge and spin: 292.0 kJ/mol
total energy: -472.9582 a.u.
HOMO energy: -10.4 eV
gap between HOMO and LUMO: 0.409 hartree

Geometry as ORCA input:
```
! wB97M-V def2-TZVPD RIJCOSX def2/J DEFGRID3
* xyz 0 1
C -1.28402 0.33860 0.25590
C -0.09837 1.22995 0.38371
C 1.72812 -0.25883 -0.09761
N -1.05083 -0.89742 0.20617
O -2.25695 -1.65221 0.03486
O 1.08156 0.56365 0.73204
O 1.30927 -0.19902 -1.39481
O 2.72642 -0.86693 0.17222
H -2.24846 0.69416 0.19160
H 0.18069 1.70486 -0.49486
H -0.08345 2.04665 1.22072
H 2.10650 -0.35173 -1.92287
H -2.11049 -2.35173 0.71293
*
```

***

C18H21OsP2 | ωB97M-V with the def2-TZVPD basis set

## Properties
total energy: -1471.4146 a.u.
HOMO energy (spin up / spin down): -10.2 / -12.0 eV
gap between HOMO and LUMO (spin up / spin down): 0.265 / 0.238 hartree

Geometry as ORCA input:
```
! wB97M-V def2-TZVPD RIJCOSX def2/J DEFGRID3
* xyz 1 5
C 0.24033 1.25738 -3.85524
C 0.01563 0.56268 -5.02624
C -0.30767 -0.81402 -5.06954
C -0.40927 -1.66772 -3.94594
C -0.23557 -1.24122 -2.64504
Os -0.05447 0.64728 -1.95284
P 0.08333 2.93948 -1.20394
H 0.58323 2.29468 -4.00464
H 0.14453 1.07678 -5.98674
H -0.42757 -1.27102 -6.06014
H -0.24487 -2.05292 -1.89894
H -0.58127 -2.73352 -4.14134
H -1.00037 3.48018 -0.46824
H 0.22113 3.92908 -2.20804
H 1.15573 3.30218 -0.35094
C -1.74237 -0.74832 1.68776
P -0.43847 -0.15552 0.46726
C -0.17857 1.37318 1.42746
C -1.25637 2.24738 1.69446
C -1.06947 3.39408 2.46806
C 0.18873 3.68538 2.99156
C 1.26653 2.83758 2.73106
C 1.08883 1.68998 1.94956
C 0.27613 -1.81522 0.81016
C 1.29963 -1.91002 1.77366
C 1.75523 -3.15172 2.23236
C 1.19623 -4.33022 1.73846
C 0.17213 -4.26462 0.79156
C -0.29687 -3.02152 0.34286
H -2.59267 -0.03712 1.79516
H -1.31337 -0.92542 2.70666
H -2.26367 -1.66962 1.33986
H -2.24187 2.05658 1.29046
H -1.90267 4.05608 2.65856
H 0.32833 4.57268 3.59346
H 2.24133 3.07138 3.13526
H 1.94253 1.05848 1.75916
H 1.72063 -1.03022 2.22386
H 2.52813 -3.19872 2.99276
H 1.54083 -5.29202 2.10706
H -0.28197 -5.18152 0.43026
H -1.14957 -3.02032 -0.32114
*
```

***

C5H9NS | ωB97M-V with the def2-TZVPD basis set

## Properties
SMILES string: C#CN(S)C(C)C
ΔE to the lowest compared entry with this formula, charge and spin: 344.8 kJ/mol
total energy: -648.7218 a.u.
HOMO energy: -8.6 eV
gap between HOMO and LUMO: 0.344 hartree

Geometry as ORCA input:
```
! wB97M-V def2-TZVPD RIJCOSX def2/J DEFGRID3
* xyz 0 1
C 1.04452 2.44644 -0.29999
C 0.96871 1.29857 0.10306
C -0.58989 -1.03779 -1.31615
C -1.31977 0.18894 0.89858
C -0.30156 -0.71934 0.16712
N 0.98040 -0.01447 0.29487
S 2.32816 -0.97517 -0.06584
H 0.97395 3.46964 -0.07239
H -0.70586 -0.01509 -1.75238
H 0.21541 -1.51733 -1.65248
H -1.53831 -1.51772 -1.57100
H -0.98054 1.17936 0.69241
H -1.25370 -0.18287 1.97259
H -2.41725 0.15391 0.55061
H -0.05964 -1.51953 0.84036
H 2.65538 -1.23753 1.21064
*
```

***

C22H27N3O6S | ωB97M-V with the def2-TZVPD basis set

## Properties
SMILES string: CCOC(=O)N1CCN(C(=O)c2ccc(CNS(=O)(=O)c3ccc(OC)cc3)cc2)CC1
ΔE to the lowest compared entry with this formula, charge and spin: 72.7 kJ/mol
total energy: -1868.4573 a.u.
HOMO energy: -8.7 eV
gap between HOMO and LUMO: 0.335 hartree

Geometry as ORCA input:
```
! wB97M-V def2-TZVPD RIJCOSX def2/J DEFGRID3
* xyz 0 1
C -7.87810 -1.27623 -0.65972
C -6.54787 -1.44519 -1.37913
H -6.63546 -1.18700 -2.43659
H -6.19144 -2.47488 -1.27357
O -5.55552 -0.55565 -0.86768
C -4.92987 -0.95824 0.25858
O -5.12593 -2.01189 0.81732
N -4.05022 -0.02262 0.68881
C -3.23361 -0.27863 1.84923
H -3.44683 0.46779 2.62221
H -3.50942 -1.26302 2.23148
C -1.74712 -0.25672 1.47844
N -1.46592 0.87819 0.61591
C -0.41882 0.92173 -0.23932
O -0.30031 1.80026 -1.07942
C 0.60922 -0.15163 -0.09776
C 0.90086 -0.94239 -1.20335
C 1.90452 -1.88802 -1.13513
C 2.64561 -2.04962 0.02929
C 2.35775 -1.25291 1.12854
C 1.34896 -0.30865 1.06790
H 1.15908 0.32982 1.91766
H 2.93862 -1.36298 2.03188
C 3.80150 -3.01286 0.03966
N 4.84302 -2.46580 -0.81839
S 5.85416 -1.35341 -0.05246
O 6.97664 -1.19233 -0.92934
O 6.10581 -1.77157 1.30189
C 4.87086 0.12784 -0.01616
C 4.79653 0.84725 1.16333
C 4.03426 1.99290 1.21318
C 3.33288 2.42569 0.08091
C 3.41739 1.68733 -1.10074
C 4.19577 0.54416 -1.14430
H 4.27791 -0.03602 -2.04906
H 2.87305 1.99181 -1.97922
O 2.62148 3.56056 0.23542
C 1.89802 4.07303 -0.86799
H 1.43910 4.99265 -0.50911
H 1.12007 3.37579 -1.18878
H 2.56358 4.30329 -1.70443
H 3.96057 2.57939 2.11519
H 5.33850 0.48916 2.02397
H 5.42357 -3.16275 -1.26041
H 4.18627 -3.14499 1.05846
H 3.48990 -3.98186 -0.35660
H 2.13361 -2.49681 -1.99653
H 0.33794 -0.80417 -2.11445
C -2.52273 1.85811 0.48844
H -2.17525 2.62404 -0.20724
C -3.78642 1.19440 -0.05695
H -4.63919 1.87884 0.01855
H -3.64726 0.94238 -1.11287
H -2.71124 2.32032 1.46147
H -1.48156 -1.18006 0.95458
H -1.15296 -0.20256 2.39767
H -8.62345 -1.92067 -1.11675
H -8.21281 -0.24348 -0.72276
H -7.76770 -1.55113 0.38624
*
```

***

C6H12NS | ωB97M-V with the def2-TZVPD basis set

## Properties
ΔE to the lowest compared entry with this formula, charge and spin: 311.2 kJ/mol
total energy: -688.3894 a.u.
HOMO energy: -13.4 eV
gap between HOMO and LUMO: 0.372 hartree

Geometry as ORCA input:
```
! wB97M-V def2-TZVPD RIJCOSX def2/J DEFGRID3
* xyz 1 1
C -0.79894 -1.44936 -0.58364
C 0.45121 -1.42663 -0.26669
C -1.81839 -0.47225 -0.33572
C 1.12796 -0.19167 0.11839
C -0.28126 1.30862 0.47249
C 1.93617 0.44405 -0.94367
N -1.47841 0.49338 0.81327
S 0.19180 2.14852 1.91667
H -1.25674 -2.48885 -0.84847
H 1.03124 -2.29047 -0.35074
H -1.79441 0.09001 -1.32914
H -2.73879 -0.96200 -0.31552
H 1.64607 -0.17798 1.07269
H -0.21073 1.77961 -0.55225
H 1.56286 0.30683 -1.92493
H 2.85817 -0.00490 -1.02401
H 2.08382 1.55737 -0.67634
H -2.34194 1.15804 0.96090
H -1.22846 -0.05434 1.58723
H -0.13033 3.49460 1.82558
*
```